(1)
Formula: C27H53MgN11
Source: the OMol25 dataset
Level of theory: ωB97M-V/def2-TZVPD

XYZ file:
```
92
Properties=species:S:1:pos:R:3:lowdin_charge:R:1
Mg 0.51 -0.36 -0.18 0.567
C 3.36 1.00 3.30 -0.052
N 2.52 -0.08 3.75 -0.165
C 2.51 -0.30 5.18 -0.073
C 1.46 -0.55 2.97 -0.382
N 1.62 -1.00 1.78 0.058
C 2.93 -1.22 1.24 -0.213
C 2.83 -2.37 0.26 -0.174
N 2.04 -1.96 -0.89 -0.220
C 2.88 -1.36 -1.91 -0.176
C 2.09 -0.34 -2.73 -0.221
N 1.70 0.73 -1.85 0.061
C 1.58 1.93 -2.31 -0.372
N 1.64 2.22 -3.69 -0.178
C 2.34 3.40 -4.14 -0.077
C 0.65 1.74 -4.63 -0.062
N 1.61 3.01 -1.49 -0.148
C 0.57 4.01 -1.63 -0.036
C 1.99 2.81 -0.11 -0.104
C 1.21 -3.03 -1.41 -0.173
C -0.10 -3.12 -0.63 -0.215
N -0.90 -1.96 -0.92 0.055
C -2.17 -2.09 -1.13 -0.382
N -2.86 -3.26 -0.85 -0.181
C -2.86 -3.84 0.47 -0.054
C -3.85 -3.80 -1.76 -0.070
N -2.87 -1.10 -1.75 -0.134
C -2.14 0.03 -2.28 -0.046
C -4.25 -0.81 -1.40 -0.051
N 0.26 -0.68 3.62 -0.144
C -0.73 -1.52 3.00 -0.066
C -0.32 0.51 4.23 -0.028
H 3.22 1.87 3.95 0.092
H 3.08 1.29 2.29 0.074
H 4.41 0.71 3.33 0.090
H 3.52 -0.60 5.49 0.088
H 1.82 -1.10 5.42 0.092
H 2.23 0.59 5.75 0.082
H 3.66 -1.46 2.03 0.128
H 3.28 -0.33 0.70 0.106
H 2.32 -3.20 0.76 0.123
H 3.83 -2.72 -0.03 0.132
H 3.33 -2.11 -2.58 0.134
H 3.69 -0.82 -1.42 0.124
H 1.22 -0.84 -3.17 0.100
H 2.72 0.03 -3.56 0.129
H 3.02 3.73 -3.36 0.095
H 1.67 4.23 -4.40 0.082
H 2.91 3.13 -5.04 0.087
H 0.07 0.94 -4.19 0.064
H 1.15 1.37 -5.53 0.090
H -0.03 2.54 -4.92 0.091
H 0.22 4.07 -2.66 0.077
H 0.95 4.99 -1.33 0.092
H -0.28 3.75 -0.99 0.085
H 2.93 2.24 -0.09 0.072
H 1.18 2.23 0.41 0.022
H 2.14 3.78 0.35 0.082
H 1.72 -4.00 -1.37 0.134
H 0.96 -2.81 -2.45 0.122
H 0.12 -3.18 0.44 0.103
H -0.61 -4.05 -0.93 0.125
H -2.18 -3.29 1.11 0.075
H -2.55 -4.89 0.44 0.091
H -3.87 -3.79 0.91 0.094
H -3.77 -3.30 -2.72 0.094
H -4.88 -3.69 -1.38 0.085
H -3.66 -4.87 -1.90 0.090
H -1.30 -0.33 -2.87 0.069
H -1.75 0.67 -1.48 0.071
H -2.81 0.60 -2.92 0.097
H -4.61 -1.52 -0.66 0.085
H -4.88 -0.87 -2.29 0.092
H -4.32 0.19 -0.97 0.084
H -0.31 -2.53 2.88 0.084
H -1.02 -1.12 2.02 0.047
H -1.60 -1.58 3.64 0.095
H 0.46 1.19 4.55 0.081
H -0.92 0.22 5.09 0.093
H -0.95 1.03 3.50 0.085
N -0.23 1.16 0.55 -0.126
C -1.35 1.65 1.01 -0.535
C -1.43 3.01 1.46 -0.096
C -2.60 3.57 1.89 -0.153
C -3.78 2.84 1.95 -0.173
C -3.74 1.50 1.58 -0.162
C -2.58 0.92 1.13 -0.122
H -0.52 3.60 1.45 0.082
H -2.61 4.62 2.20 0.087
H -4.71 3.30 2.27 0.072
H -4.64 0.90 1.67 0.087
H -2.57 -0.13 0.85 0.071
```

Properties
Calculated total energy = -50694.265 eV
Highest occupied orbital energy = -4.44 eV
F_max = 1.00 eV/A
Molar mass = 556.10 g/mol
Orbital gap = 4.81 eV

***

(2)
Formula: C27H54BBeBr2Cl6CsF2N4O9
Source: the OMol25 dataset
Level of theory: ωB97M-V/def2-TZVPD

XYZ file:
```
107
Properties=species:S:1:pos:R:3:lowdin_charge:R:1
C -2.07 -7.24 2.33 0.121
C -1.33 -6.65 1.62 -0.128
C -0.43 -5.79 0.86 -0.310
C -0.89 -4.36 0.92 -0.148
C 0.37 -3.63 0.59 -0.164
N 0.47 -2.19 0.26 -0.077
C -0.25 -1.96 -1.02 -0.192
N -0.34 -0.57 -1.40 -0.078
C -1.32 -0.39 -2.50 -0.161
C -0.21 -1.36 1.34 -0.235
N -1.61 -1.18 1.17 0.131
C 0.46 0.03 1.50 -0.190
C -0.33 0.89 2.50 -0.124
C 0.56 1.76 3.37 -0.169
C -0.36 2.83 4.00 -0.285
N -0.19 2.86 5.43 -0.020
O 1.81 -0.11 2.02 0.008
C 2.46 -1.27 1.61 -0.548
O 3.80 -0.90 1.44 0.098
O 2.42 -2.18 2.64 0.160
B 2.50 -1.65 3.96 -0.797
O 1.54 -1.91 4.86 0.244
O 3.58 -0.94 4.40 0.208
C 1.90 -1.83 0.27 -0.132
C 2.90 -2.86 -0.28 -0.492
Br 2.50 -3.66 -2.09 0.702
C 3.36 -4.04 0.62 -0.267
C 4.85 -3.90 1.03 -0.413
H -2.83 -7.52 3.00 0.026
H 0.53 -5.88 1.33 0.081
H -0.46 -6.15 -0.15 0.045
H -1.22 -4.14 1.93 0.126
H -1.78 -4.20 0.32 0.130
H 0.99 -3.76 1.46 0.122
H 0.84 -4.23 -0.18 0.038
H 0.19 -2.49 -1.86 0.081
H -1.26 -2.33 -1.00 0.124
H 0.54 -0.27 -1.80 0.106
H -1.59 0.67 -2.53 -0.082
H -0.87 -0.62 -3.46 0.070
H -2.24 -0.94 -2.32 0.086
H -0.09 -1.92 2.26 0.164
H -2.11 -1.19 2.03 0.107
H -1.84 -0.38 0.61 0.100
H 0.51 0.61 0.59 0.146
H -0.91 1.58 1.90 0.122
H -0.97 0.30 3.14 0.126
H 1.34 2.24 2.77 0.110
H 1.02 1.19 4.17 0.089
H -0.15 3.79 3.52 0.101
H -1.40 2.60 3.82 0.083
H 0.77 2.66 5.64 0.042
H -0.74 2.08 5.80 0.026
H 3.77 0.03 1.18 0.137
H 0.68 -1.63 4.54 0.106
H 3.29 -0.03 4.45 0.121
H 1.99 -0.97 -0.38 0.162
H 3.79 -2.31 -0.53 0.069
H 3.31 -4.97 0.07 -0.008
H 2.81 -4.21 1.53 0.104
H 5.49 -3.34 0.27 -0.421
H 4.92 -3.36 1.99 0.110
H 5.33 -4.92 1.12 0.047
F 0.02 0.51 6.45 -0.699
Be 2.61 -6.36 -2.70 0.108
C -1.59 0.36 -9.87 -0.111
C -0.25 0.64 -9.23 -0.352
C 0.02 -0.23 -7.99 -0.285
C -0.96 0.01 -6.86 -0.219
C -1.00 1.47 -6.41 -0.333
C 0.31 1.97 -5.84 -0.111
H -2.42 0.57 -9.18 0.072
H -1.74 0.98 -10.75 0.075
H -1.66 -0.69 -10.18 0.076
H -0.17 1.71 -8.97 0.107
H 0.58 0.46 -10.04 -0.043
H 1.04 -0.05 -7.65 0.096
H -0.01 -1.28 -8.27 0.073
H -0.69 -0.63 -6.01 0.101
H -1.96 -0.30 -7.16 0.109
H -1.82 1.56 -5.59 -0.151
H -1.32 2.12 -7.23 0.107
H 0.62 1.37 -4.98 0.065
H 0.20 3.01 -5.50 0.074
H 1.11 1.96 -6.58 0.070
O 0.97 6.18 6.31 -0.118
H 1.04 5.27 5.99 0.012
H 0.82 6.07 7.25 0.026
Cl 1.74 -6.56 -0.82 0.124
C -0.14 9.63 5.80 -2.061
Cl -1.59 8.65 6.03 0.527
Cl 0.53 9.32 4.20 0.520
Cl -0.56 11.35 5.94 0.508
Cl 1.05 9.22 7.03 0.543
C -5.71 4.43 3.31 -0.047
C -4.24 4.75 3.48 -0.310
O -3.62 3.52 3.12 0.118
C -4.45 2.91 2.23 -0.555
O -4.13 2.01 1.53 0.170
O -5.69 3.47 2.25 0.078
F -3.94 5.04 4.76 0.086
H -6.13 3.96 4.21 0.146
H -6.31 5.29 3.05 0.139
H -3.88 5.55 2.83 0.176
Br -2.84 1.84 -4.00 0.173
Cs 6.87 -3.73 -0.22 1.568
Cl 1.49 -1.13 -10.43 0.014
```

Properties
Calculated total energy = -275527.975 eV
Highest occupied orbital energy = -6.58 eV
F_max = 16.63 eV/A
Molar mass = 1142.00 g/mol
Orbital gap = 1.53 eV

***

(3)
Formula: C27H54CaF6O27P
Source: the OMol25 dataset
Level of theory: ωB97M-V/def2-TZVPD

XYZ file:
```
116
Properties=species:S:1:pos:R:3:lowdin_charge:R:1
Ca 1.22 0.26 -3.95 1.639
P 0.19 0.96 -0.37 0.235
F -1.36 1.12 -0.71 -0.136
F 0.70 1.19 -1.97 -0.318
F 0.28 2.53 -0.13 -0.120
F 1.75 0.76 -0.01 -0.141
F -0.34 0.67 1.16 -0.139
F 0.05 -0.57 -0.87 -0.148
C -1.45 -3.14 0.08 -0.099
O -1.74 -3.77 1.23 -0.011
C -3.02 -3.83 1.59 -0.488
O -3.96 -3.22 0.97 0.057
O -3.18 -4.43 2.80 -0.048
C -2.21 -4.96 3.66 -0.023
H -1.70 -2.08 0.12 0.086
H -1.93 -3.61 -0.78 0.115
H -0.36 -3.20 -0.02 0.085
H -1.71 -4.03 3.93 0.096
H -1.63 -5.59 2.98 0.106
H -2.93 -5.37 4.36 0.114
C -3.16 0.84 -5.56 -0.032
O -3.32 0.09 -4.38 -0.011
C -2.28 -0.48 -3.64 -0.487
O -1.09 -0.63 -3.94 -0.030
O -2.66 -0.81 -2.43 0.016
C -3.79 -0.25 -1.76 0.003
H -3.66 1.81 -5.47 0.114
H -3.62 0.35 -6.42 0.107
H -2.09 0.91 -5.74 0.057
H -4.72 -0.76 -2.02 0.109
H -3.86 0.78 -2.12 0.089
H -3.68 -0.24 -0.68 0.098
C 1.09 -1.53 2.60 0.010
O 2.01 -2.54 3.15 -0.002
C 2.04 -2.61 4.48 -0.564
O 1.51 -1.90 5.33 0.108
O 2.59 -3.76 4.94 -0.002
C 3.21 -4.74 4.08 -0.055
H 1.58 -0.64 2.21 0.075
H 0.28 -1.24 3.28 0.089
H 0.58 -1.95 1.73 0.063
H 3.41 -5.63 4.68 0.093
H 4.15 -4.52 3.59 0.086
H 2.55 -5.01 3.26 0.080
C -4.83 5.27 -1.24 -0.022
O -4.11 4.71 -0.16 -0.025
C -3.26 5.47 0.50 -0.670
O -3.23 6.69 0.39 0.101
O -2.59 4.89 1.43 0.032
C -2.70 3.48 1.77 0.009
H -4.20 5.11 -2.11 0.079
H -5.05 6.33 -1.14 0.102
H -5.74 4.66 -1.19 0.104
H -2.52 2.90 0.86 0.068
H -3.71 3.33 2.15 0.103
H -1.86 3.19 2.40 0.103
C 6.61 -1.13 -3.72 -0.017
O 5.17 -1.12 -3.70 0.012
C 4.51 -0.25 -2.90 -0.443
O 3.27 -0.11 -3.02 -0.088
O 5.36 0.43 -2.03 -0.016
C 4.84 1.42 -1.12 -0.013
H 6.88 -1.82 -4.52 0.105
H 7.11 -1.32 -2.77 0.106
H 6.99 -0.16 -4.06 0.101
H 4.41 0.96 -0.23 0.081
H 4.13 2.09 -1.60 0.106
H 5.71 1.92 -0.70 0.106
C 4.15 4.22 6.18 -0.086
O 3.89 3.34 5.21 0.034
C 3.70 3.69 3.97 -0.536
O 3.76 4.81 3.49 0.125
O 3.30 2.59 3.26 -0.001
C 3.13 2.55 1.93 -0.130
H 3.16 4.56 6.48 0.118
H 4.94 4.94 5.98 0.106
H 4.68 3.80 7.03 0.099
H 3.16 1.47 1.80 0.081
H 3.93 2.89 1.28 0.089
H 2.23 3.04 1.56 0.098
C -0.76 2.87 -7.23 -0.017
O -1.09 3.64 -6.07 0.049
C -0.77 3.11 -4.92 -0.528
O -0.17 2.03 -4.71 -0.060
O -1.30 4.02 -4.06 0.022
C -1.65 3.59 -2.74 0.010
H -1.01 3.32 -8.19 0.111
H -1.26 1.91 -7.31 0.082
H 0.32 2.70 -7.21 0.100
H -2.32 2.75 -2.89 0.099
H -2.14 4.40 -2.19 0.091
H -0.75 3.40 -2.14 0.083
C 2.70 -3.34 -0.84 -0.047
O 1.85 -3.99 -1.71 0.019
C 1.22 -3.30 -2.67 -0.489
O 1.28 -2.08 -2.91 -0.007
O 0.83 -4.25 -3.51 0.028
C 0.28 -3.91 -4.72 -0.057
H 2.96 -4.05 -0.06 0.104
H 2.18 -2.47 -0.42 0.097
H 3.71 -3.19 -1.22 0.103
H 0.04 -4.83 -5.26 0.111
H 0.89 -3.29 -5.38 0.098
H -0.63 -3.37 -4.47 0.095
C -3.04 -2.93 6.37 -0.072
O -3.09 -1.95 5.41 0.002
C -2.11 -1.11 5.20 -0.552
O -1.08 -1.07 5.93 0.096
O -2.33 -0.30 4.17 0.008
C -3.05 -0.57 3.03 -0.053
H -2.99 -2.48 7.36 0.108
H -2.25 -3.67 6.25 0.091
H -3.91 -3.59 6.35 0.100
H -2.31 -1.12 2.44 0.080
H -3.28 0.29 2.42 0.094
H -3.93 -1.21 3.19 0.105
```

Properties
Calculated total energy = -128188.125 eV
Highest occupied orbital energy = -11.38 eV
Charge = +1
F_max = 5.63 eV/A
Molar mass = 995.74 g/mol
Orbital gap = 7.73 eV
Energy above the lowest of the compared OMol25 structures with the same formula, charge and spin = 92.79 kcal per mole

***

(4)
Formula: C27H54LuP2Si
Source: the OMol25 dataset
Level of theory: ωB97M-V/def2-TZVPD

XYZ file:
```
85
Properties=species:S:1:pos:R:3:lowdin_charge:R:1
Lu -0.62 -0.10 -1.40 1.467
C -2.10 1.73 -0.04 -0.311
C -2.85 0.91 -0.98 -0.315
C -2.20 -0.37 0.84 -0.302
C -1.82 0.96 1.13 -0.275
C -2.86 -0.42 -0.44 -0.356
C -2.09 3.21 -0.03 -0.053
H -1.82 3.62 -1.03 0.077
H -1.36 3.60 0.71 0.059
H -3.09 3.60 0.25 0.106
C -1.63 1.45 2.51 -0.053
H -1.47 2.53 2.59 0.068
H -0.79 0.96 3.01 0.011
H -2.50 1.24 3.14 0.107
C -2.15 -1.47 1.84 -0.052
H -3.15 -1.58 2.31 0.105
H -1.42 -1.29 2.67 0.049
H -1.89 -2.44 1.38 0.047
C -3.41 -1.63 -1.10 -0.044
H -4.51 -1.58 -1.19 0.106
H -3.12 -2.53 -0.55 0.073
H -2.99 -1.72 -2.12 0.045
C -3.59 1.38 -2.20 -0.041
H -4.63 1.71 -2.02 0.096
H -3.69 0.58 -2.95 0.062
H -3.09 2.22 -2.70 0.076
C 1.27 0.69 -2.53 -0.296
C 0.22 1.59 -2.79 -0.266
C -0.37 1.77 -4.18 -0.168
C -1.27 0.57 -4.65 -0.170
C -1.34 -0.63 -3.68 -0.279
C -0.28 -1.50 -3.55 -0.222
C 1.06 -1.24 -4.25 -0.180
C 1.94 -0.13 -3.62 -0.184
H 0.40 2.01 -4.93 0.115
H -0.97 0.24 -5.67 0.116
H -0.99 2.68 -4.18 0.107
H 2.29 0.57 -4.40 0.116
H 1.83 0.82 -1.58 0.027
H -0.03 2.38 -2.06 0.080
H 2.86 -0.59 -3.22 0.099
H 1.63 -2.20 -4.30 0.107
H -0.49 -2.59 -3.41 0.100
H 0.85 -0.96 -5.31 0.114
H -2.31 0.95 -4.75 0.097
H -2.36 -1.05 -3.65 0.094
P 1.51 1.94 0.65 0.820
C 1.34 2.88 2.24 -0.284
H 2.24 3.50 2.39 0.052
H 1.25 2.18 3.08 -0.007
H 0.47 3.55 2.19 0.035
C 3.23 1.35 0.92 -0.283
H 3.87 2.17 1.28 0.052
H 3.62 0.98 -0.04 0.034
H 3.22 0.54 1.66 0.002
C 1.90 3.44 -0.37 -0.285
H 2.24 3.14 -1.37 0.034
H 2.66 4.05 0.12 0.051
H 0.97 4.03 -0.46 0.038
P 0.78 -2.41 -0.14 0.778
C -0.32 -3.72 -0.86 -0.272
H 0.29 -4.57 -1.20 0.059
H -0.88 -3.32 -1.72 -0.001
H -1.04 -4.06 -0.09 0.043
C 2.32 -2.64 -1.09 -0.277
H 2.13 -2.55 -2.17 0.021
H 2.75 -3.62 -0.86 0.052
H 3.03 -1.85 -0.78 0.040
C 1.17 -3.19 1.48 -0.266
H 1.70 -4.14 1.27 0.061
H 0.23 -3.40 2.01 0.030
H 1.81 -2.53 2.10 0.001
C 0.28 -2.13 4.99 -0.217
Si 1.17 -0.61 4.32 0.701
C 0.95 0.83 5.49 -0.229
C 3.00 -0.89 3.95 -0.229
H -0.76 -1.86 5.28 0.042
H 0.81 -2.53 5.87 0.053
H 0.25 -2.87 4.18 0.001
H 1.16 0.53 6.54 0.054
H 1.62 1.65 5.19 0.025
H -0.12 1.12 5.37 0.033
H 3.59 0.03 4.09 0.043
H 3.34 -1.67 4.66 0.050
H 3.08 -1.25 2.90 -0.010
```

Properties
Calculated total energy = -88941.068 eV
Highest occupied orbital energy (alpha / beta) = -7.42 / -7.46 eV
Charge = +1
F_max = 4.41 eV/A
Molar mass = 643.73 g/mol
Orbital gap (alpha / beta) = 2.24 / 2.32 eV